(1)
ORCA calculation (ωB97M-V/def2-TZVPD) on the molecule C5H4OS in a non-equilibrium geometry.

Results
- spin multiplicity = 1
- HOMO (eV) = -9.20
- energy above the lowest of the compared OMol25 structures with the same formula, charge and spin (kJ/mol) = 352.38
- total energy (a.u.) = -666.20274
- gap between HOMO and LUMO (eV) = 9.49
- structure (SMILES) = C#C[C@H]1SCC1=O

Positions of all 11 atoms, in Å:
S -1.30262 -1.40245 -0.16629
O -0.11916 2.00749 -0.25602
C 0.11142 -0.36122 -0.66577
C 1.36953 -0.67782 -0.14454
C -1.74687 0.32853 0.51552
C -0.57579 0.95714 -0.31954
C 2.53552 -0.56245 0.37527
H -1.42512 0.31961 1.71815
H 0.36431 -0.46804 -1.76973
H 3.58598 -0.65926 0.42706
H -2.79718 0.51847 0.28590

=====

(2)
ORCA calculation (ωB97M-V/def2-TZVPD) on the molecule C4H9F in a non-equilibrium geometry.

Results
- spin multiplicity = 1
- HOMO (eV) = -11.24
- energy above the lowest of the compared OMol25 structures with the same formula, charge and spin (kJ/mol) = 73.64
- total energy (a.u.) = -257.64760
- gap between HOMO and LUMO (eV) = 12.45
- structure (SMILES) = CC[C@@H](C)F

Positions of all 14 atoms, in Å:
F 0.14677 -1.11760 -1.08898
C -0.42897 -0.51972 0.08131
C -1.89962 -0.38379 -0.17079
C 1.86013 0.32598 0.13373
C 0.44560 0.74747 0.23355
H 0.21307 1.26349 1.09832
H 0.04262 1.40549 -0.57731
H -2.23562 -1.33553 -0.63744
H -2.39329 -0.16621 0.75650
H 2.09302 -0.50041 -0.55133
H 2.31553 0.02778 1.14669
H 2.37811 1.15381 -0.31326
H -2.17084 0.38683 -0.90628
H -0.36650 -1.28760 0.79528

=====

| no. | LUMO (eV) |
| --- | --- |
| 1 | 0.29 |
| 2 | 1.21 |